[1]
An isolated ion of composition C15H23O2Si and charge +1 in a non-equilibrium geometry. Source: OMol25; level of theory: the ωB97M-V functional and the def2-TZVPD basis.

- gap between HOMO and LUMO (hartree) = 0.2806
- calculated total energy (eV) = -27894.834
- ΔE to the lowest compared entry with this formula, charge and spin (eV) = 0.000
- strongest force on any atom (eV/Å) = 2.335

Geometry as ORCA input:
```
! wB97M-V def2-TZVPD RIJCOSX def2/J DEFGRID3
* xyz 1 1
C -0.892 -1.295 -1.352
C -1.150 -0.304 -0.214
C -0.134 0.800 -0.396
O 1.109 0.638 -0.672
Si 2.211 2.081 -0.829
C 3.814 1.177 -0.621
C 2.054 2.945 -2.467
C 1.858 3.230 0.579
O -0.615 2.014 -0.427
C -2.139 1.958 -0.368
C -2.458 0.497 -0.429
H -1.659 -2.079 -1.364
H -0.931 -0.737 -2.295
H 0.097 -1.755 -1.235
H 4.628 1.891 -0.419
H 3.752 0.475 0.224
H 4.077 0.606 -1.523
H 2.754 3.795 -2.501
H 2.299 2.286 -3.308
H 1.043 3.344 -2.616
H 2.798 3.713 0.886
H 1.156 4.022 0.293
H 1.454 2.696 1.448
H -2.414 2.425 0.580
H -2.498 2.511 -1.238
H -2.816 0.255 -1.435
H -3.277 0.235 0.248
C -1.046 -0.941 1.160
C 0.252 -1.658 1.290
C 0.522 -2.982 1.426
C -0.315 -4.128 1.480
C -1.686 -4.156 1.555
C -2.543 -3.029 1.621
C -2.284 -1.700 1.536
H -1.016 -0.100 1.889
H 1.121 -0.983 1.286
H 1.593 -3.218 1.499
H 0.228 -5.080 1.529
H -2.193 -5.126 1.656
H -3.602 -3.271 1.801
H -3.150 -1.049 1.723
*
```

---

[2]
A 2-piece molecular cluster, C3H9N5 overall in a non-equilibrium geometry. Source: OMol25; level of theory: the ωB97M-V functional and the def2-TZVPD basis.

- gap between HOMO and LUMO (hartree) = 0.3343
- calculated total energy (eV) = -10699.888
- ΔE to the lowest compared entry with this formula, charge and spin (eV) = 8.160
- strongest force on any atom (eV/Å) = 6.928

Geometry as ORCA input:
```
! wB97M-V def2-TZVPD RIJCOSX def2/J DEFGRID3
* xyz 0 1
C 1.524 0.016 -0.032
C -1.368 0.721 0.361
C -1.594 -0.712 0.011
H 3.186 -0.653 0.351
H 1.406 2.110 -0.197
H -0.556 2.308 -0.791
H -0.967 0.636 1.353
H -2.289 1.287 0.104
H -1.834 -1.210 0.941
H -2.184 -0.321 -0.826
H -0.576 -2.418 -0.171
H 1.671 -1.857 -0.388
N 2.738 0.048 -0.158
N 0.846 1.192 0.172
N -0.380 1.319 -0.483
N -0.405 -1.313 -0.672
N 0.783 -1.154 0.424
*
```

---

[3]
A 6-piece molecular cluster, C4H21NO6 overall in a non-equilibrium geometry. Source: OMol25; level of theory: the ωB97M-V functional and the def2-TZVPD basis.

- SMILES = NCCCCO.O.O.O.O.O
- gap between HOMO and LUMO (hartree) = 0.3587
- calculated total energy (eV) = -18261.207
- ΔE to the lowest compared entry with this formula, charge and spin (eV) = 3.657
- strongest force on any atom (eV/Å) = 10.801

Geometry as ORCA input:
```
! wB97M-V def2-TZVPD RIJCOSX def2/J DEFGRID3
* xyz 0 1
C -0.332 -1.613 -0.150
O 1.063 -1.862 0.199
C -0.321 -0.793 -1.508
C 0.785 0.420 -1.059
C -0.004 1.379 -0.205
N -0.760 2.317 -1.083
H -0.808 -2.628 -0.371
H -0.930 -1.311 0.715
H 1.741 -1.483 -0.392
H 0.227 -1.371 -2.346
H -1.206 -0.478 -1.655
H 1.607 0.152 -0.386
H 1.406 0.912 -1.837
H 0.646 1.946 0.493
H -0.742 1.001 0.462
H -1.054 3.038 -0.411
H -1.523 1.740 -1.513
H -0.641 1.152 -3.577
H 0.049 2.338 -2.962
O -0.008 1.831 -3.823
H 1.329 -0.972 1.738
H 1.496 -1.718 3.081
O 1.352 -0.824 2.637
H 2.845 -0.248 1.675
H 4.083 -0.857 1.059
O 3.436 -0.121 0.872
H -3.484 -0.405 1.160
H -4.100 -1.220 0.100
O -3.331 -1.037 0.560
H -0.767 0.412 2.800
H -2.174 0.479 3.374
O -1.693 0.381 2.543
*
```

---

[4]
A 2-piece molecular cluster, C2H7NO3 overall. Source: OMol25; level of theory: the ωB97M-V functional and the def2-TZVPD basis.

- SMILES = CNC(=O)O.O
- gap between HOMO and LUMO (hartree) = 0.3907
- calculated total energy (eV) = -9820.240
- ΔE to the lowest compared entry with this formula, charge and spin (eV) = 0.721
- strongest force on any atom (eV/Å) = 0.669

Geometry as ORCA input:
```
! wB97M-V def2-TZVPD RIJCOSX def2/J DEFGRID3
* xyz 0 1
C 2.067 0.908 -0.680
N 1.086 0.645 0.370
C -0.185 0.209 -0.020
O -0.193 -0.999 -0.650
O -1.189 0.824 0.195
H 2.314 -0.013 -1.186
H 2.950 1.360 -0.244
H 1.691 1.600 -1.442
H 0.969 1.360 1.076
H 0.358 -1.590 -0.111
H -3.930 -1.649 1.315
H -2.585 -1.068 0.832
O -3.353 -1.590 0.547
*
```

---

[5]
A 2-piece molecular cluster, C18H16IO3 overall in a non-equilibrium geometry. Source: OMol25; level of theory: the ωB97M-V functional and the def2-TZVPD basis.

- gap between HOMO and LUMO (hartree) = 0.1333
- calculated total energy (eV) = -33167.101
- ΔE to the lowest compared entry with this formula, charge and spin (eV) = 1.803
- strongest force on any atom (eV/Å) = 2.662

Geometry as ORCA input:
```
! wB97M-V def2-TZVPD RIJCOSX def2/J DEFGRID3
* xyz -1 1
C 2.368 -3.780 1.729
C 0.982 -4.302 2.450
O 1.220 -4.946 3.784
C -0.098 -3.083 2.638
C -1.648 -3.622 2.385
I -1.948 -4.206 0.270
H 2.757 -2.789 2.265
H 2.072 -3.531 0.602
H 3.144 -4.656 1.819
H 0.559 -5.166 1.763
H 0.586 -5.744 3.767
H -0.081 -2.703 3.770
H 0.179 -2.164 1.960
H -1.747 -4.627 3.018
C 2.580 4.214 -2.729
C 1.526 5.045 -3.107
C 0.216 4.716 -2.753
C -0.041 3.546 -2.030
C 1.010 2.702 -1.674
C 2.326 3.043 -2.014
C 0.745 1.440 -0.954
O 1.668 0.700 -0.638
C -0.649 1.078 -0.629
C -0.920 -0.143 0.002
C -2.235 -0.487 0.325
C -3.279 0.389 0.029
C -3.012 1.604 -0.605
C -1.696 1.944 -0.943
C -1.428 3.215 -1.645
O -2.345 3.984 -1.910
H 3.602 4.475 -2.997
H 1.723 5.951 -3.675
H -0.601 5.373 -3.047
H 3.153 2.396 -1.728
H -0.111 -0.832 0.240
H -2.444 -1.438 0.810
H -4.302 0.125 0.287
H -3.832 2.281 -0.837
*
```

---

[6]
One molecule with the formula C6H6O in a non-equilibrium geometry. Source: OMol25; level of theory: the ωB97M-V functional and the def2-TZVPD basis.

- SMILES = Oc1ccccc1
- gap between HOMO and LUMO (hartree) = 0.3448
- calculated total energy (eV) = -8365.905
- ΔE to the lowest compared entry with this formula, charge and spin (eV) = 0.601
- strongest force on any atom (eV/Å) = 1.963

Geometry as ORCA input:
```
! wB97M-V def2-TZVPD RIJCOSX def2/J DEFGRID3
* xyz 0 1
C -0.751 0.975 1.392
C 0.461 1.360 0.823
C 1.018 0.615 -0.204
C 0.397 -0.531 -0.658
O 0.993 -1.449 -1.461
C -0.974 -0.672 -0.419
C -1.415 -0.106 0.780
H -1.281 1.561 2.128
H 1.070 2.233 1.043
H 2.067 0.796 -0.431
H 1.932 -1.308 -1.575
H -1.630 -1.154 -1.130
H -2.449 -0.299 1.042
*
```

---

Q: The highest ΔE to the lowest compared entry with this formula, charge and spin belongs to which entry?
A: C3H9N5

---

Q: gap between HOMO and LUMO of number 3 (C4H21NO6)?
A: 0.3587 hartree

---

Q: Number 5 is which compound?
A: C18H16IO3

---

Q: Which of these has the lowest strongest force on any atom?
A: C2H7NO3